{"formula": "C3H3N2O3", "method": "the ωB97M-V functional and the def2-TZVPD basis", "symbols": ["N", "C", "N", "O", "H", "O", "C", "H", "O", "C", "H"], "positions_angstrom": [[2.05, 0.16, 0.20], [-1.42, 0.76, 0.45], [-1.54, -0.48, 0.77], [-0.57, 0.96, -0.58], [1.61, 0.11, 1.21], [2.70, -0.84, -0.06], [-0.09, -0.21, -0.87], [-2.03, 1.53, 0.82], [-0.71, -2.46, -0.15], [-0.71, -1.24, -0.06], [0.18, -0.21, -1.94]], "de_lowest_kj_mol": 469.3, "charge": -1, "lumo_ev": [4.0, 4.0], "homo_lumo_gap_ev": [6.598, 6.600]}